# 1
Computed, not measured: a molecular structure, C43H40AsCaCl2F3N2O10P2S2 at a distorted geometry, with the ωB97M-V functional and the def2-TZVPD basis.

Positions of all 106 atoms, in Å:
As1 -2.17 3.25 4.05
Ca1 -1.61 0.94 1.54
Cl1 -8.02 1.87 -3.37
Cl2 -5.68 1.25 1.46
S1 0.18 0.74 3.96
S2 4.26 -3.87 -3.79
P1 1.46 0.09 0.72
P2 -0.05 -0.18 -1.76
F1 -3.93 -1.25 2.73
F2 -4.49 -3.07 1.68
F3 -2.48 -2.84 2.44
O1 -1.90 -1.02 0.55
O2 -0.81 -0.20 3.41
O3 -1.84 2.71 -2.52
O4 0.24 1.96 3.14
O5 -3.19 1.69 -0.04
O6 -1.57 4.64 3.42
O7 -3.89 -1.50 -0.38
O8 -3.68 3.67 4.89
O9 1.46 0.13 4.25
O10 -2.72 2.02 3.02
N1 1.48 -0.34 -0.95
N2 -0.60 2.90 0.38
C1 2.80 1.33 0.82
C2 -6.55 1.88 -2.39
C3 1.43 2.06 -4.83
C4 -6.65 1.62 -1.02
C5 1.07 -0.11 -5.79
C6 0.10 0.79 6.68
C7 -1.76 -2.07 -2.81
C8 -3.07 -1.49 0.52
C9 2.86 -2.07 -2.16
C10 -5.33 2.12 -2.95
C11 -0.21 1.34 7.92
C12 -2.96 2.49 -2.92
C13 -1.54 3.02 6.83
C14 -4.17 2.13 -2.17
C15 2.79 -3.92 -4.83
C16 4.06 -2.21 -3.08
C17 1.72 -3.63 2.27
C18 -0.67 -4.26 -1.52
C19 3.57 -1.74 1.44
C20 4.02 3.17 -0.18
C21 3.05 2.17 -0.26
C22 0.54 0.27 -3.45
C23 4.47 2.52 2.09
C24 -0.09 -3.01 -1.38
C25 4.73 3.34 1.00
C26 2.22 -1.43 1.41
C27 1.50 1.20 -5.92
C28 3.51 1.52 2.01
C29 2.74 -0.64 -1.64
C30 -2.34 -3.32 -2.96
C31 1.29 -2.37 1.85
C32 3.07 -3.94 2.26
C33 -0.62 -1.90 -2.04
C34 -1.80 -4.42 -2.32
C35 -0.42 1.35 5.53
C36 -3.50 -2.18 1.85
C37 -1.01 2.47 7.99
C38 4.00 -2.99 1.86
C39 0.94 1.60 -3.62
C40 -4.20 1.80 -0.76
C41 -5.52 1.59 -0.24
C42 -1.26 2.47 5.59
C43 0.60 -0.57 -4.56
H1 -3.16 2.53 -4.01
H2 5.00 2.67 3.02
H3 5.49 4.11 1.07
H4 0.83 2.29 -2.79
H5 -2.26 -5.39 -2.41
H6 3.40 -4.92 2.58
H7 5.06 -3.23 1.87
H8 0.27 -1.60 -4.47
H9 -0.25 -5.10 -0.99
H10 2.88 0.06 -2.47
H11 1.10 -0.79 -6.63
H12 0.24 -2.12 1.88
H13 -2.19 3.89 6.90
H14 3.56 -0.46 -0.94
H15 4.31 -1.00 1.14
H16 3.98 -1.50 -3.91
H17 0.33 3.29 0.36
H18 1.73 3.09 -4.93
H19 -1.13 3.49 1.02
H20 -5.25 2.33 -4.01
H21 2.75 -3.05 -5.48
H22 1.88 -3.98 -4.24
H23 -7.61 1.42 -0.56
H24 2.95 -2.76 -1.32
H25 0.20 0.91 8.82
H26 -2.23 -1.21 -3.28
H27 1.96 -2.34 -2.70
H28 4.99 -2.00 -2.56
H29 0.76 -2.88 -0.72
H30 -1.04 2.95 -0.54
H31 4.20 3.81 -1.03
H32 3.28 0.91 2.87
H33 0.99 -4.35 2.60
H34 2.49 2.05 -1.17
H35 0.76 -0.06 6.60
H36 -3.25 -3.42 -3.54
H37 -1.23 2.91 8.95
H38 2.86 -4.82 -5.45
H39 1.86 1.56 -6.88
H40 -4.37 3.16 4.44

ΔE to the lowest compared entry with this formula, charge and spin = 0.0 kcal per mole
charge = -2
HOMO level = -2.79 eV



# 2
Computed, not measured: a molecular structure, C43H40BrF4N4O4SSbSc, with the ωB97M-V functional and the def2-TZVPD basis.

Positions of all 99 atoms, in Å:
Sb1 -1.74 -1.34 1.60
Br1 0.11 4.45 -2.32
Sc1 0.28 0.86 -1.56
S1 -1.74 -0.48 -0.51
F1 -2.98 1.68 -7.39
F2 -1.75 1.95 -2.15
F3 -0.83 0.45 -6.54
F4 -3.97 3.22 -3.05
O1 7.96 2.80 -0.47
O2 7.29 1.93 1.39
O3 1.37 0.48 0.35
O4 2.01 1.84 -1.90
N1 1.38 -1.23 -2.25
N2 -0.14 0.58 -3.62
N3 7.11 2.32 0.25
N4 -0.28 2.78 -0.14
C1 -2.68 -0.14 4.23
C2 0.73 -0.56 3.21
C3 2.51 0.81 0.72
C4 -3.43 -5.16 2.74
C5 -0.92 3.50 2.08
C6 -3.16 -3.72 0.38
C7 1.87 -3.09 3.30
C8 4.26 2.48 -2.15
C9 0.76 -0.23 -4.44
C10 0.39 -2.32 -2.44
C11 -4.43 1.48 4.50
C12 -3.48 0.64 5.06
C13 -3.55 2.49 -5.27
C14 -3.80 -4.95 0.37
C15 -3.93 -5.67 1.55
C16 -2.70 1.76 -6.09
C17 2.55 -1.71 -1.48
C18 -0.32 4.05 -0.53
C19 -2.09 1.89 -3.48
C20 -1.23 3.14 3.50
C21 2.21 -2.42 -0.18
C22 1.94 -0.75 3.86
C23 -3.78 0.79 2.29
C24 -2.84 -0.07 2.85
C25 -0.66 5.10 0.31
C26 -1.21 1.15 -4.27
C27 4.77 1.63 0.47
C28 -1.57 1.11 -5.63
C29 0.88 -3.56 -3.18
C30 5.51 2.61 -1.62
C31 1.88 -0.75 -3.56
C32 0.66 -2.90 2.65
C33 3.19 1.93 -1.39
C34 5.76 2.18 -0.30
C35 2.51 -2.01 3.89
C36 -4.58 1.56 3.12
C37 -0.58 2.54 1.14
C38 -3.21 2.54 -3.93
C39 -2.80 -3.93 2.76
C40 0.08 -1.64 2.61
C41 -0.95 4.82 1.62
C42 -2.66 -3.22 1.57
C43 3.49 1.49 -0.07
H1 0.17 -3.75 2.19
H2 1.20 0.34 -5.26
H3 -0.47 -1.89 -2.95
H4 -1.93 -0.79 4.67
H5 2.60 0.05 -3.36
H6 1.48 -1.86 0.40
H7 -3.54 -5.72 3.66
H8 4.05 2.82 -3.16
H9 1.23 -3.34 -4.19
H10 2.43 -1.54 -4.08
H11 -1.01 3.96 4.17
H12 3.18 -0.83 -1.29
H13 -2.41 -3.54 3.69
H14 2.32 -4.07 3.33
H15 2.43 0.09 4.34
H16 -3.89 0.85 1.22
H17 -2.29 2.89 3.61
H18 0.23 -1.07 -4.90
H19 0.03 -2.60 -1.45
H20 -0.66 2.27 3.82
H21 -4.19 -5.35 -0.55
H22 3.46 -2.16 4.39
H23 0.05 -4.26 -3.27
H24 3.11 -2.52 0.43
H25 2.81 0.54 1.74
H26 -4.42 2.99 -5.66
H27 -4.43 -6.62 1.55
H28 -5.32 2.22 2.69
H29 -5.06 2.08 5.14
H30 6.32 3.03 -2.19
H31 0.28 0.43 3.19
H32 -0.55 1.49 1.43
H33 1.68 -4.07 -2.65
H34 -0.68 6.11 -0.08
H35 -1.21 5.62 2.30
H36 3.15 -2.37 -2.11
H37 -3.06 -3.15 -0.54
H38 5.00 1.31 1.47
H39 1.83 -3.42 -0.35
H40 -3.35 0.59 6.13

ΔE to the lowest compared entry with this formula, charge and spin = 5.4 kcal per mole
charge = +1
HOMO level = -9.86 eV



# 3
Computed, not measured: a molecular structure, C43H40BrN3O4TeZn at a distorted geometry, with the ωB97M-V functional and the def2-TZVPD basis.

Positions of all 93 atoms, in Å:
Te1 -0.96 0.52 -0.79
Br1 7.46 3.94 2.55
Zn1 1.06 0.36 2.10
O1 -1.67 3.10 1.02
O2 1.80 2.18 2.30
O3 2.16 -1.75 0.06
O4 -1.26 1.24 2.14
N1 0.93 0.21 0.02
N2 0.38 -1.09 3.32
N3 2.89 -0.37 2.75
C1 -4.01 -2.05 1.22
C2 1.81 -0.68 -0.55
C3 1.39 -1.91 3.67
C4 -0.83 -1.23 3.89
C5 2.01 0.62 -2.73
C6 -4.12 0.37 0.43
C7 -0.53 -2.90 -0.97
C8 2.10 -4.05 4.69
C9 2.53 -0.32 -1.84
C10 -3.56 3.12 -1.62
C11 3.04 2.60 2.26
C12 4.13 -1.00 -3.54
C13 -3.94 -4.37 2.37
C14 4.12 1.74 2.68
C15 -0.21 -3.20 5.02
C16 -2.09 -1.18 0.09
C17 -3.11 2.37 -2.81
C18 -0.88 3.93 0.10
C19 -2.26 1.16 -5.24
C20 5.38 2.25 2.87
C21 1.10 -3.13 4.40
C22 -3.36 -3.29 1.47
C23 3.76 -2.62 3.57
C24 3.36 3.94 1.86
C25 -3.56 2.84 -4.03
C26 -1.36 1.79 1.03
C27 3.59 -0.12 -4.49
C28 -1.86 0.65 -4.02
C29 -2.12 -3.47 0.81
C30 -1.54 -2.44 0.01
C31 5.66 3.52 2.39
C32 2.77 -1.65 3.30
C33 -3.81 2.69 -6.56
C34 2.49 0.66 -4.03
C35 -0.75 -0.37 -4.07
C36 -1.15 -2.20 4.81
C37 -2.22 1.30 -2.85
C38 3.56 -1.15 -2.30
C39 4.01 0.34 2.92
C40 -3.38 -0.99 0.55
C41 4.63 4.41 1.97
C42 -3.18 2.24 -5.25
C43 3.37 -3.84 4.19
H1 -4.16 0.68 -0.65
H2 -4.67 3.33 -1.76
H3 -4.37 -4.00 3.28
H4 0.54 -2.70 -0.66
H5 -0.41 -4.09 5.58
H6 4.98 5.38 1.71
H7 -0.82 4.99 0.46
H8 -2.11 -2.23 5.25
H9 -0.61 -2.48 -2.01
H10 -4.36 3.63 -3.99
H11 1.24 1.36 -2.46
H12 1.96 1.20 -4.79
H13 -0.93 -1.07 -4.87
H14 4.06 -4.65 4.36
H15 6.12 1.66 3.41
H16 5.11 -1.53 -3.73
H17 -1.62 -0.52 3.58
H18 4.78 -2.38 3.25
H19 -3.09 -5.01 2.60
H20 -3.63 1.11 1.01
H21 -1.55 -4.41 0.89
H22 3.98 -1.93 -1.67
H23 -3.34 3.47 -7.10
H24 -3.47 2.55 -0.70
H25 4.94 -0.23 3.10
H26 -5.15 0.33 0.79
H27 -0.53 -0.99 -3.19
H28 3.88 -0.05 -5.56
H29 -1.99 0.69 -6.15
H30 -3.10 4.11 -1.53
H31 0.15 3.50 0.06
H32 -5.03 -1.89 1.63
H33 0.16 0.14 -4.37
H34 -0.51 -3.98 -1.15
H35 -1.33 3.98 -0.87
H36 1.88 -5.00 5.24
H37 -3.84 1.77 -7.18
H38 -4.81 3.03 -6.37
H39 2.50 4.56 1.59
H40 -4.62 -5.05 1.84

multiplicity = 2
<S²> = 0.82
ΔE to the lowest compared entry with this formula, charge and spin = 71.8 kcal per mole
charge = -1
HOMO level (spin up / spin down) = -1.90 / -3.97 eV



# 4
Computed, not measured: a molecular structure, C43H40N5O4STl at a distorted geometry, with the ωB97M-V functional and the def2-TZVPD basis.

Positions of all 94 atoms, in Å:
Tl1 0.23 0.29 -0.84
S1 1.90 0.43 -2.95
O1 1.16 -1.58 -0.26
O2 -1.23 1.81 -0.69
O3 0.68 0.53 1.56
O4 1.72 1.99 -0.22
N1 0.87 1.75 1.87
N2 4.42 0.95 -2.56
N3 3.51 -0.64 -1.16
N4 1.40 2.47 0.96
N5 -1.72 -1.11 -1.75
C1 1.48 5.81 2.54
C2 1.72 6.61 1.43
C3 -3.21 5.40 -0.87
C4 -1.33 -5.31 1.59
C5 -0.45 -4.83 0.64
C6 5.93 -0.44 -1.25
C7 -2.51 -3.35 -1.71
C8 5.78 0.88 -1.99
C9 2.34 -4.50 -1.85
C10 -0.07 -2.96 -1.91
C11 -2.98 -0.66 -1.63
C12 0.74 -2.91 -0.59
C13 1.76 4.64 0.05
C14 2.94 -3.72 0.33
C15 1.39 4.43 2.41
C16 4.07 -4.51 0.31
C17 4.72 -0.65 -0.34
C18 3.47 -5.33 -1.86
C19 -4.59 3.15 -0.03
C20 -3.27 0.34 3.72
C21 -2.82 1.09 1.01
C22 2.03 -3.74 -0.72
C23 -0.12 -3.48 0.56
C24 -1.49 -2.44 -1.80
C25 -1.88 -4.44 2.51
C26 -3.68 0.07 1.36
C27 -1.55 -3.10 2.47
C28 -0.68 -2.62 1.51
C29 1.51 3.87 1.16
C30 -3.93 -0.30 2.68
C31 -2.17 1.72 2.07
C32 4.30 -5.36 -0.76
C33 -3.25 0.81 -1.52
C34 -5.24 4.37 -0.11
C35 -3.84 -2.92 -1.61
C36 1.85 6.02 0.20
C37 -4.06 -1.55 -1.58
C38 -2.59 1.64 -0.40
C39 -2.58 4.17 -0.83
C40 -4.56 5.52 -0.51
C41 3.39 0.23 -2.13
C42 -2.35 1.35 3.39
C43 -3.25 3.03 -0.41
H1 -0.16 -3.99 -2.22
H2 0.04 -5.52 -0.05
H3 -1.52 -6.39 1.60
H4 -0.42 -1.58 1.51
H5 2.05 6.62 -0.66
H6 -2.29 -4.41 -1.73
H7 5.19 -5.97 -0.78
H8 2.64 -1.10 -0.83
H9 -4.34 0.90 -1.40
H10 1.69 -4.44 -2.71
H11 2.71 -3.08 1.17
H12 -1.53 2.57 1.85
H13 -5.15 2.29 0.34
H14 6.00 -1.27 -1.94
H15 -3.47 0.12 4.76
H16 1.38 6.26 3.53
H17 -2.01 -2.41 3.20
H18 6.86 -0.42 -0.70
H19 -6.30 4.45 0.19
H20 -4.66 -3.64 -1.58
H21 3.66 -5.91 -2.75
H22 -1.80 1.87 4.17
H23 4.63 0.13 0.43
H24 6.49 0.99 -2.82
H25 0.49 -2.39 -2.63
H26 -2.57 -4.79 3.27
H27 4.18 1.67 -3.19
H28 1.20 3.80 3.26
H29 -1.55 4.05 -1.14
H30 1.88 4.17 -0.90
H31 -5.04 6.46 -0.59
H32 4.76 -4.49 1.14
H33 -2.67 6.27 -1.19
H34 -5.07 -1.16 -1.51
H35 5.91 1.71 -1.29
H36 -4.60 -1.12 2.91
H37 4.79 -1.61 0.17
H38 -2.95 1.30 -2.45
H39 -4.20 -0.51 0.62
H40 1.85 7.68 1.50

charge = 0
HOMO level = -7.92 eV



# 5
Computed, not measured: a molecular structure, C43H41AlBrN6O2S2, with the ωB97M-V functional and the def2-TZVPD basis.

Positions of all 96 atoms, in Å:
Br1 3.33 -4.46 -4.15
S1 -0.04 -2.65 -2.71
S2 -1.95 -1.72 -0.66
Al1 -1.44 0.24 0.57
O1 -2.72 1.50 0.49
O2 0.29 0.54 0.23
N1 -0.74 -0.12 -2.46
N2 5.43 -1.08 1.48
N3 0.63 -2.06 0.98
N4 -1.41 0.84 -1.71
N5 5.95 -1.92 0.73
N6 -1.49 0.13 2.49
C1 0.14 2.14 5.21
C2 -1.53 -0.75 -7.57
C3 4.59 -1.69 -1.35
C4 0.78 -1.83 -4.09
C5 -0.85 1.14 3.19
C6 -0.45 2.33 2.53
C7 -3.18 -1.60 2.21
C8 0.40 2.04 6.69
C9 -2.37 -0.79 3.22
C10 -3.80 3.56 0.47
C11 2.51 1.04 0.82
C12 -1.43 -1.71 -5.36
C13 3.13 -3.04 1.71
C14 -3.10 2.54 -0.20
C15 -2.15 1.66 -2.35
C16 4.14 -3.65 -2.64
C17 3.78 0.60 1.18
C18 -3.27 3.88 -2.22
C19 -0.91 -1.29 -1.99
C20 0.81 -3.32 1.25
C21 5.26 -2.47 -0.41
C22 1.69 -1.23 1.04
C23 -3.40 -0.02 4.07
C24 0.25 3.34 3.14
C25 2.05 -3.86 1.65
C26 0.69 4.54 2.34
C27 -0.16 -0.52 -7.51
C28 -0.07 -1.48 -5.29
C29 2.99 -1.67 1.37
C30 -4.20 4.70 -0.18
C31 -1.62 -1.85 4.07
C32 0.57 3.25 4.50
C33 -2.16 -1.35 -6.49
C34 -3.94 4.88 -1.53
C35 4.83 -4.44 -1.73
C36 -0.55 1.12 4.57
C37 5.41 -3.83 -0.63
C38 -2.84 2.71 -1.58
C39 0.56 -0.88 -6.39
C40 1.45 0.15 0.70
C41 4.02 -2.28 -2.46
C42 4.06 -0.73 1.36
C43 -2.31 1.56 -3.84
H1 2.13 -4.91 1.90
H2 0.49 5.47 2.88
H3 -2.10 -0.47 -8.44
H4 1.63 -0.68 -6.34
H5 -3.06 4.02 -3.27
H6 -3.93 -2.20 2.73
H7 -2.54 -2.28 1.65
H8 1.16 2.76 7.01
H9 1.12 4.05 4.99
H10 -2.32 -2.62 4.40
H11 -4.73 5.47 0.37
H12 4.61 1.30 1.24
H13 1.77 4.50 2.15
H14 -1.40 1.85 -4.36
H15 2.32 2.09 0.61
H16 -2.50 0.52 -4.12
H17 4.91 -5.50 -1.89
H18 -4.25 5.78 -2.05
H19 -0.85 0.29 5.19
H20 -2.94 0.64 4.79
H21 4.10 -3.41 2.03
H22 1.58 -2.51 -4.39
H23 -0.51 2.24 7.26
H24 -0.71 2.47 1.49
H25 -3.23 -1.53 -6.51
H26 5.97 -4.42 0.09
H27 3.48 -1.68 -3.18
H28 -3.98 3.41 1.53
H29 -3.14 2.17 -4.20
H30 -4.05 -0.72 4.60
H31 0.74 1.04 6.96
H32 0.18 4.58 1.38
H33 -1.93 -2.16 -4.51
H34 4.48 -0.63 -1.20
H35 -3.71 -0.95 1.51
H36 -0.06 -3.97 1.16
H37 1.23 -0.92 -3.69
H38 0.34 -0.05 -8.35
H39 -0.86 -2.32 3.45
H40 -4.02 0.58 3.40
H41 -1.13 -1.45 4.95

ΔE to the lowest compared entry with this formula, charge and spin = 18.1 kcal per mole
charge = -1
HOMO level = -4.35 eV